Below is a molecular structure, C23H27AuIN5Sb2Se2 at a distorted geometry, with properties calculated with ωB97M-V/def2-TZVPD.

Summary:
HOMO level = -0.4839 Eh
orbital gap = 5.3430 eV
net charge = +2
F_max = 1.70 eV Å⁻¹
energy relative to the best compared isomer or geometry (same formula, charge and spin) = 9.8 kcal per mole
E_LUMO = -7.82 eV
molecular weight = 1098.82 g/mol

Structure (XYZ):
```
61
Properties=species:S:1:pos:R:3:forces:R:3:mulliken_charge:R:1
Au 1.15845 1.21272 0.37771 0.24 -0.22 0.44 0.459
C -2.23700 -2.42843 1.26195 0.14 0.10 0.05 -1.384
Sb -0.78245 -1.62460 -0.07952 -0.21 -0.04 -0.18 0.514
C 0.82488 -2.87508 0.55232 0.10 0.15 0.04 -1.201
C -1.35603 -2.85457 -1.77383 0.23 0.13 0.27 -1.571
C -2.78465 -2.54577 -2.01609 -0.09 -0.03 -0.35 0.550
C -3.77055 -3.35842 -1.46490 -0.11 -0.09 -0.08 -0.725
C -5.11732 -3.06510 -1.60576 -0.03 0.09 -0.02 -0.533
C -5.52581 -1.92592 -2.29907 0.01 -0.12 0.13 -0.840
C -4.56747 -1.10802 -2.85091 0.22 0.00 -0.02 -0.585
C -3.19382 -1.41193 -2.74357 -0.41 0.10 0.19 1.258
C -2.27178 -0.53226 -3.44538 0.54 0.17 0.25 -1.660
Sb -1.50929 1.18787 -2.10731 0.14 -0.33 -0.66 0.914
C -1.88465 2.63549 -3.60060 0.26 0.38 0.25 -1.451
C -3.11296 1.62561 -0.80657 0.31 0.06 0.49 -1.043
H -2.17525 -3.51440 1.21107 -0.05 -0.01 0.06 0.405
H -3.23552 -2.09659 0.99012 -0.02 -0.01 0.00 0.355
H -2.01239 -2.09689 2.27467 -0.01 -0.03 0.01 0.459
H 0.51051 -3.90843 0.41686 -0.01 0.01 0.01 0.544
H 1.01300 -2.68726 1.60834 0.03 -0.05 0.01 0.270
H 1.72794 -2.67872 -0.02091 0.00 0.01 0.01 0.414
H -1.19777 -3.89539 -1.50063 -0.01 -0.03 -0.04 0.645
H -0.66985 -2.58420 -2.57464 -0.14 -0.09 -0.17 0.494
H -3.47410 -4.25562 -0.93672 -0.01 0.00 0.02 0.484
H -5.85722 -3.72670 -1.17455 0.01 -0.01 -0.01 0.437
H -6.57629 -1.69742 -2.41236 0.01 -0.01 0.00 0.434
H -4.86854 -0.23413 -3.41897 -0.01 -0.01 -0.01 0.451
H -2.78942 0.14076 -4.12655 0.14 0.02 -0.07 0.680
H -1.38664 -0.95689 -3.90784 0.00 -0.08 0.08 0.536
H -2.83888 2.36161 -4.04890 -0.01 -0.03 0.02 0.529
H -1.11059 2.64472 -4.36514 -0.01 0.03 0.00 0.423
H -1.98429 3.61940 -3.14504 0.08 0.07 -0.11 0.438
H -3.95391 1.87200 -1.45342 0.05 0.01 -0.08 0.421
H -2.85498 2.48236 -0.18669 -0.04 0.01 0.00 0.436
H -3.34607 0.76593 -0.18390 0.02 -0.02 -0.03 0.272
Se 1.78008 4.05760 -2.98732 -0.44 -0.60 0.20 0.126
C 1.00762 2.79639 -2.13603 0.41 0.45 0.06 0.592
N 0.51057 1.91109 -1.44264 -1.48 -0.12 -0.83 -0.850
I 6.07596 5.13827 -0.90791 0.03 0.00 -0.03 0.154
C 5.15423 4.01801 0.57641 0.02 -0.01 -0.09 -0.374
C 5.71083 3.87436 1.83443 0.02 0.01 0.08 -0.171
C 5.00990 3.13994 2.77937 0.00 0.01 0.01 -0.840
C 3.79089 2.58932 2.42769 -0.12 0.03 0.00 -0.206
N 3.26222 2.69699 1.20585 0.13 0.06 0.10 0.011
C 3.94456 3.39709 0.30265 0.02 -0.07 0.13 0.494
H 6.66122 4.32896 2.08012 -0.01 0.01 -0.01 0.427
H 5.40267 3.00966 3.77846 -0.03 0.01 0.00 0.427
H 3.19766 2.05823 3.16485 0.04 -0.05 -0.01 0.394
H 3.51745 3.46736 -0.68352 -0.09 0.02 -0.15 -0.362
Se 4.89648 -1.62794 1.53361 0.19 -0.06 -0.16 0.372
N 4.36453 -1.90856 3.18197 -0.08 0.06 -0.01 -0.740
C 3.21082 -1.27452 3.31278 -0.08 0.05 0.05 0.699
C 2.42386 -1.22720 4.49934 0.08 -0.05 -0.05 -0.458
C 1.27003 -0.51495 4.45713 -0.08 0.03 0.04 -0.733
C 0.87534 0.14685 3.26269 -0.10 0.07 -0.07 -0.283
N 1.55590 0.12678 2.14265 0.36 -0.04 0.09 -0.040
C 2.74549 -0.58062 2.14097 -0.15 0.05 0.09 0.557
N 3.50171 -0.64953 1.06888 -0.01 -0.02 0.05 -0.552
H 2.75112 -1.74831 5.38936 0.03 0.02 -0.01 0.525
H 0.63637 -0.42661 5.32818 -0.03 0.00 -0.03 0.480
H -0.04677 0.71561 3.24676 0.01 0.00 0.05 0.525
```
Positions in Å, forces in eV/Å.